No. 1
ORCA calculation (ωB97M-V with the def2-TZVPD basis set) on C44H58N9OPPbS2SbSe as an isolated structure at a distorted geometry.

Structure (ORCA input):
```
! RIJCOSX wB97M-V def2-TZVPD def2/J DEFGRID3
* xyz 1 1
Pb 10.9450 13.4043 16.2196
C 10.6078 9.7840 15.5996
C 12.0820 9.9668 15.7481
C 12.9166 8.9301 16.1154
C 14.2613 9.1922 16.1949
C 14.7398 10.4754 15.8977
C 13.8254 11.4634 15.6078
N 12.5243 11.2120 15.5293
Sb 14.8120 13.3676 15.1872
C 14.1632 14.6237 16.8696
C 14.8431 15.7776 16.9490
C 14.6182 16.7129 18.0489
C 13.8583 16.1566 19.1787
C 13.1916 14.8759 18.9630
C 12.3216 14.4241 20.0971
N 13.3157 14.1637 17.8880
C 13.5390 14.1210 13.6031
C 14.1655 14.8338 12.6729
C 13.5780 15.1309 11.3752
C 12.3877 14.6348 11.0475
C 11.6053 13.8186 12.0342
C 9.7940 12.0485 12.2859
N 12.2302 13.5791 13.3359
H 10.4046 9.1488 14.7312
H 10.2052 9.2847 16.5069
H 10.1157 10.7463 15.5202
H 12.5454 7.9530 16.3647
H 14.9333 8.3822 16.4691
H 15.8256 10.6613 15.9197
H 15.5116 16.0970 16.1540
H 15.4064 17.4236 18.3207
H 14.0312 16.5351 20.1899
H 11.5969 15.1917 20.4118
H 11.7877 13.5040 19.8337
H 12.9551 14.2376 20.9524
H 15.1732 15.1573 12.8507
H 14.2206 15.6772 10.6837
H 11.9532 14.6830 10.0677
H 9.3489 11.1723 11.7899
H 10.2273 11.7715 13.2569
H 8.9536 12.7544 12.3992
C 9.1453 13.8046 9.9533
N 10.3649 13.0497 10.0462
C 10.5511 11.9746 9.0663
C 11.3230 10.9189 9.8468
N 11.9088 11.6550 10.9716
C 12.4489 10.7711 11.9954
C 10.8964 12.6368 11.3619
N 11.0151 14.4509 13.2196
C 11.1731 15.8892 13.4202
C 11.2858 16.2838 14.9112
N 10.2281 15.9105 15.8224
C 9.4458 16.7853 16.3860
N 8.8186 16.5478 17.5698
C 9.3613 15.5998 18.5081
C 8.1289 17.7379 18.0601
C 7.9724 18.5208 16.7459
N 9.1448 18.0641 15.9955
C 9.1966 18.5909 14.6458
H 9.1209 14.3406 9.0080
H 9.1140 14.4987 10.7831
H 8.2228 13.1947 10.0026
H 11.0967 12.3194 8.1800
H 9.5951 11.5420 8.7297
H 12.1198 10.4878 9.2525
H 10.6939 10.0950 10.1822
H 11.7201 10.0467 12.3273
H 12.7783 11.3387 12.8726
H 13.2949 10.1942 11.5776
H 10.2986 16.3528 12.9682
H 12.0466 16.3189 12.9442
H 11.5075 17.3475 14.8979
H 12.2098 15.8307 15.3220
H 9.2282 14.5964 18.1137
H 8.8187 15.6598 19.4531
H 10.4256 15.8223 18.6779
H 8.7298 18.2676 18.8075
H 7.2123 17.4652 18.5399
H 7.9925 19.6124 16.8836
H 7.0276 18.2763 16.2263
H 8.8015 19.6314 14.6470
H 8.5654 17.9928 13.9684
H 10.2139 18.6073 14.2526
Se 12.8339 17.5525 18.2173
C 7.3494 14.6947 13.8649
C 7.5276 13.9460 15.1600
O 8.7138 13.1036 15.1691
H 6.4382 15.2842 13.9392
H 7.2241 14.0040 13.0396
H 8.2085 15.3792 13.6914
H 6.6704 13.3001 15.3480
H 7.6117 14.6276 16.0075
H 8.8518 12.8035 14.2624
S 7.0474 13.1102 18.6373
P 8.3934 11.8434 19.2668
S 10.2331 11.8447 18.3240
C 8.7761 12.1004 21.0366
C 9.9700 11.7119 21.6088
C 10.1849 11.9641 22.9502
C 9.2374 12.6449 23.7218
C 8.0335 13.0222 23.1473
C 7.7970 12.7261 21.8135
C 7.8202 10.1262 19.0334
C 8.6464 9.0517 19.3401
C 8.2337 7.7598 19.1450
C 6.9737 7.5187 18.6038
C 6.1183 8.5829 18.2932
C 6.5462 9.8959 18.5229
H 10.7241 11.2152 21.0120
H 11.1113 11.6635 23.4239
H 9.4685 12.8634 24.7851
H 7.2822 13.5414 23.7402
H 6.8832 13.0538 21.3795
H 9.6556 9.2531 19.6994
H 8.8534 6.9055 19.4044
H 6.6426 6.5073 18.4409
H 5.1165 8.4377 17.8925
H 5.9210 10.7322 18.3129
*
```

orbital gap: 7.6 eV
LUMO level: -0.09038 Ha

=====

No. 2
ORCA calculation (ωB97M-V with the def2-TZVPD basis set) on C44H59BN12O3RbS3 as an isolated structure at a distorted geometry.

Structure (ORCA input):
```
! RIJCOSX wB97M-V def2-TZVPD def2/J DEFGRID3
* xyz -1 1
Rb 0.5806 0.6123 -1.4014
C -5.2453 -4.1772 -0.1267
C -4.6594 -2.8257 -0.5318
C -5.7944 -1.8200 -0.7118
C -3.8699 -3.0311 -1.8260
N -3.7575 -2.3520 0.5551
C -3.6778 -2.9253 1.8201
C -2.8283 -2.1767 2.5490
N -2.3958 -1.1357 1.7642
B -1.3220 -0.0740 2.0907
N -2.0737 1.2911 2.1815
C -3.4086 1.3911 2.5055
C -3.8165 2.6436 2.2354
N -2.7252 3.3269 1.7149
C -1.6455 2.4907 1.7284
S -0.0174 2.8848 1.4067
C -2.7663 4.7505 1.2847
C -2.1160 4.9382 -0.0865
C -2.0607 5.5881 2.3495
C -4.2271 5.1867 1.1553
N -0.6519 -0.3469 3.4774
C -0.6181 0.5942 4.4848
C 0.2388 0.1667 5.4259
N 0.7545 -1.0539 5.0048
C 0.1873 -1.3693 3.7941
S 0.3785 -2.7613 2.8366
C 1.8045 -1.7154 5.8297
C 2.3162 -3.0405 5.2782
C 1.2130 -1.9705 7.2189
C 2.9947 -0.7537 5.9173
C -2.9838 -1.2227 0.5448
S -2.8307 -0.0481 -0.6793
H -5.8175 -4.5651 -0.9693
H -5.9241 -4.0966 0.7244
H -4.4619 -4.8996 0.1073
H -6.4751 -2.1713 -1.4900
H -5.3989 -0.8485 -1.0014
H -6.3569 -1.7129 0.2186
H -4.5418 -3.4535 -2.5764
H -3.0513 -3.7340 -1.6632
H -3.4553 -2.1005 -2.1990
H -4.1847 -3.8342 2.0768
H -2.4568 -2.3242 3.5460
H -0.4975 -0.0264 1.2316
H -3.9659 0.5465 2.8694
H -4.7879 3.0846 2.3339
H -1.0546 4.7201 -0.0722
H -2.2709 5.9779 -0.3841
H -2.5881 4.2953 -0.8319
H -1.0170 5.2834 2.4283
H -2.5422 5.4568 3.3207
H -2.0995 6.6463 2.0824
H -4.7915 4.5001 0.5237
H -4.2467 6.1721 0.6907
H -4.7262 5.2744 2.1219
H -1.1825 1.5068 4.4261
H 0.5374 0.6323 6.3456
H 1.5365 -3.7933 5.2122
H 3.0862 -3.3806 5.9766
H 2.7550 -2.9352 4.2906
H 0.3256 -2.5999 7.1419
H 0.9378 -1.0479 7.7303
H 1.9506 -2.4874 7.8347
H 3.4198 -0.5926 4.9254
H 3.7650 -1.1860 6.5582
H 2.7172 0.2156 6.3302
O 0.7111 -0.9971 -9.0121
C 0.4890 -1.8731 -8.1549
O 0.0936 -3.0477 -8.2782
C 0.7174 -1.4173 -6.6937
C 1.2361 -0.1665 -6.3966
C 1.4398 0.1749 -5.0689
N 1.1487 -0.6197 -4.0352
C 0.6434 -1.8290 -4.3219
C 0.4213 -2.2505 -5.6280
C 0.3094 -2.7316 -3.1647
C -0.0570 -4.0644 -3.3630
C -0.3616 -4.8480 -2.2641
C -0.3062 -4.2944 -0.9951
C 0.0681 -2.9651 -0.8863
N 0.3785 -2.2117 -1.9388
C 2.0194 1.5234 -4.7763
C 3.1675 1.9482 -5.4474
C 3.6447 3.2234 -5.2126
C 2.9586 4.0496 -4.3322
C 1.8338 3.5391 -3.7058
N 1.3830 2.3023 -3.9043
H 1.4535 0.5063 -7.2163
H 0.0171 -3.2200 -5.8793
H -0.0961 -4.4833 -4.3565
H -0.6427 -5.8851 -2.4027
H -0.5434 -4.8627 -0.1054
H 0.1295 -2.4935 0.0901
H 3.6620 1.2796 -6.1389
H 4.5361 3.5739 -5.7179
H 3.2851 5.0608 -4.1298
H 1.2616 4.1388 -3.0038
C 3.5797 2.7587 0.0242
C 3.5759 1.7385 1.1669
N 2.5615 0.7128 1.0470
C 2.9998 -0.6593 1.1771
C 3.8696 -1.1235 0.0046
N 3.3477 -0.7252 -1.2881
C 4.2565 -0.0616 -2.1911
C 4.6740 1.3189 -1.6776
N 3.5488 2.1561 -1.2966
H 4.4555 3.4153 0.1818
H 2.6887 3.3869 0.1116
H 3.4769 2.3010 2.1045
H 4.5585 1.2566 1.2165
H 1.7473 0.9133 1.6127
H 2.1054 -1.2817 1.2411
H 3.5642 -0.8544 2.1100
H 3.9882 -2.2123 0.0822
H 4.8783 -0.7125 0.1126
H 2.7890 -1.4352 -1.7378
H 3.7419 0.0475 -3.1484
H 5.1811 -0.6351 -2.3888
H 5.2890 1.7990 -2.4508
H 5.3374 1.1945 -0.8164
H 3.3639 2.8519 -2.0009
O -1.4113 1.0489 -3.2872
C -1.2811 2.1539 -3.1189
*
```

orbital gap: 6.8 eV
relative energy (zero: lowest compared OMol25 entry of this formula, charge and spin): 46.9 kJ/mol
LUMO level: 0.06554 Ha

=====

No. 3
ORCA calculation (ωB97M-V with the def2-TZVPD basis set) on C44H59N3O2PtS as an isolated structure.

Structure (ORCA input):
```
! RIJCOSX wB97M-V def2-TZVPD def2/J DEFGRID3
* xyz 2 1
Pt -0.7138 0.9560 -1.0128
C 2.1884 3.1143 3.5544
C 2.1968 1.8321 2.7159
C 2.9856 0.7480 3.4609
C 2.7568 2.0854 1.3228
C 3.9862 2.7350 1.2470
C 4.5375 3.1086 0.0380
C 3.8349 2.8858 -1.1342
C 2.6089 2.2367 -1.1329
C 1.9376 2.0555 -2.4790
C 2.0250 0.6428 -3.0495
C 0.5360 2.6368 -2.5646
C 2.1144 1.7839 0.1010
N 0.9473 0.9626 0.1284
C 0.9230 -0.0584 0.9177
C -0.3514 -0.7198 1.0865
N -1.3101 -0.2396 0.3767
C -2.6687 -0.6422 0.5625
C -3.4809 -0.7690 -0.5713
C -4.7212 -1.3720 -0.4190
C -5.1668 -1.7675 0.8309
C -4.4019 -1.5031 1.9535
C -3.1426 -0.9193 1.8622
C -2.4425 -0.5413 3.1589
C -2.0199 -1.7726 3.9652
C -3.3404 0.3687 4.0051
C -3.1299 -0.2537 -1.9516
C -4.1114 0.8168 -2.4186
C -2.9389 -1.3546 -2.9836
H 1.6781 2.9322 4.5008
H 1.6829 3.9292 3.0392
H 3.1985 3.4470 3.7925
H 1.1517 1.5210 2.6317
H 3.9860 1.1102 3.7018
H 3.1239 -0.1699 2.8848
H 2.4936 0.4946 4.4005
H 4.5157 2.9638 2.1619
H 5.5006 3.6001 0.0093
H 4.2481 3.2185 -2.0779
H 2.5096 2.7087 -3.1444
H 1.4731 -0.0724 -2.4367
H 3.0604 0.3078 -3.1054
H 1.6135 0.6172 -4.0606
H -0.3503 1.9163 -2.4386
H 0.2799 2.8873 -3.5952
H 0.3434 3.4851 -1.9116
H 1.7873 -0.3705 1.4858
H -0.5027 -1.5182 1.7978
H -5.3548 -1.5177 -1.2842
H -6.1333 -2.2417 0.9347
H -4.7965 -1.7482 2.9306
H -1.5570 0.0561 2.9283
H -2.8975 -2.3201 4.3121
H -1.4507 -1.4744 4.8458
H -1.4200 -2.4833 3.3910
H -4.2308 -0.1513 4.3581
H -3.6610 1.2445 3.4394
H -2.7926 0.7096 4.8841
H -2.1262 0.2966 -1.9090
H -5.1021 0.3784 -2.5362
H -3.8085 1.2146 -3.3875
H -4.1831 1.6312 -1.7009
H -3.9171 -1.7212 -3.2990
H -2.3735 -2.1924 -2.5810
H -2.4255 -0.9783 -3.8681
C -0.5529 5.5561 1.3792
N -1.9531 5.2672 1.0943
C -2.9720 6.2807 1.3705
C -2.2295 4.0734 0.5540
C -3.6632 3.7217 0.2438
O -1.3261 3.2608 0.2961
H -0.4820 6.4909 1.9264
H 0.0270 5.6348 0.4583
H -0.1293 4.7534 1.9790
H -2.4771 7.1821 1.7171
H -3.6612 5.9547 2.1493
H -3.5338 6.5346 0.4727
H -4.4025 4.3729 0.6981
H -3.8358 2.6977 0.5758
H -3.7976 3.7553 -0.8388
O 0.4779 -1.8233 -1.3415
S 0.3532 -3.1054 -2.1218
C 2.0141 -3.8024 -2.2608
C 2.8581 -2.9856 -3.2013
C 4.1091 -2.5391 -2.7884
C 4.9263 -1.8326 -3.6595
C 4.4932 -1.5556 -4.9483
C 3.2428 -1.9918 -5.3643
C 2.4298 -2.7050 -4.4961
C -0.3999 -4.3342 -1.0002
C 0.4472 -4.8565 0.1235
C 1.0385 -3.9973 1.0496
C 1.8285 -4.4968 2.0729
C 2.0322 -5.8654 2.1898
C 1.4487 -6.7269 1.2742
C 0.6641 -6.2245 0.2445
H 1.8859 -4.8349 -2.6011
H 2.4443 -3.8283 -1.2596
H 4.4531 -2.7612 -1.7848
H 5.9058 -1.5070 -3.3341
H 5.1340 -1.0151 -5.6325
H 2.9075 -1.7924 -6.3737
H 1.4640 -3.0595 -4.8379
H -0.7450 -5.1480 -1.6415
H -1.2885 -3.8064 -0.6403
H 0.9065 -2.9298 0.9331
H 2.2914 -3.8208 2.7813
H 2.6448 -6.2572 2.9904
H 1.6053 -7.7940 1.3572
H 0.2151 -6.9060 -0.4683
*
```

orbital gap: 6.3 eV
relative energy (zero: lowest compared OMol25 entry of this formula, charge and spin): 0.0 kJ/mol
LUMO level: -0.25740 Ha

=====

No. 4
ORCA calculation (ωB97M-V with the def2-TZVPD basis set) on C44H61N2O4P2S6SbSi3TeTi as an isolated structure.

Structure (ORCA input):
```
! RIJCOSX wB97M-V def2-TZVPD def2/J DEFGRID3
* xyz -1 2
Ti 0.6896 -0.6890 -0.8385
N 2.4040 -2.2706 1.8020
P 1.3732 -1.1182 2.5287
C 1.0174 -2.0396 4.0778
C 1.8259 -2.0573 5.2129
C 1.5315 -2.8961 6.2774
C 0.4323 -3.7400 6.2198
C -0.3707 -3.7443 5.0887
C -0.0786 -2.8988 4.0313
C 2.6000 0.0967 3.1065
C 2.3813 0.8165 4.2799
C 3.3248 1.7233 4.7364
C 4.4807 1.9502 4.0004
C 4.6823 1.2688 2.8090
C 3.7529 0.3402 2.3680
C 2.0472 -3.0505 0.6665
C 1.9654 -4.3972 0.8740
C 1.5505 -5.4937 0.0230
C 1.0549 -5.5435 -1.2201
C 0.8240 -4.3675 -2.1178
N 1.8511 -2.3430 -0.4778
H 2.8435 -2.8663 2.4945
H 2.6988 -1.4194 5.2675
H 2.1712 -2.8941 7.1507
H 0.2061 -4.3949 7.0503
H -1.2243 -4.4053 5.0247
H -0.7049 -2.9154 3.1490
H 1.4818 0.6508 4.8618
H 3.1488 2.2619 5.6592
H 5.2117 2.6697 4.3446
H 5.5635 1.4649 2.2138
H 3.9131 -0.2043 1.4445
H 2.1877 -4.7118 1.8881
H 1.6336 -6.4574 0.5191
H 0.7888 -6.5076 -1.6324
H 0.9289 -4.6976 -3.1600
S -1.7811 -4.8761 -2.6845
C -0.6318 -3.9207 -1.9965
S -1.0803 -2.5145 -1.1158
S 2.1184 -3.1214 -1.9560
C -0.4664 4.6490 -2.3549
C 0.1238 3.2652 -2.4435
O 0.0987 2.6065 -1.1660
P 1.3639 2.4209 -0.2195
O 1.3940 0.9398 0.1670
Te 3.3234 3.4679 -0.9942
O 0.8225 3.2182 1.0561
C 1.6689 3.7188 2.0857
C 1.5549 5.2249 2.1233
H -0.4716 5.0850 -3.3547
H 0.1306 5.2889 -1.7047
H -1.4903 4.6384 -1.9838
H 1.1572 3.3053 -2.7861
H -0.4309 2.6110 -3.1104
H 2.6959 3.3955 1.9079
H 1.3238 3.2629 3.0112
H 1.9108 5.6480 1.1845
H 2.1517 5.6312 2.9405
H 0.5179 5.5260 2.2736
C -5.2628 1.3582 -0.9757
Si -3.7561 0.3970 -1.5634
C -2.9806 1.3858 -2.9525
C -4.3200 -1.2538 -2.2415
Sb -2.0265 0.1655 0.2887
Si -3.3250 -1.4452 1.8261
C -2.8554 -3.2415 1.5899
C -2.9379 -0.9514 3.6043
C -5.1942 -1.3758 1.6327
Si -2.5358 2.2205 1.7321
C -4.2937 2.2282 2.4126
C -1.3446 2.1311 3.1903
C -2.3627 3.8633 0.8615
H -6.0186 1.3488 -1.7632
H -5.0009 2.3971 -0.7806
H -5.7124 0.9478 -0.0745
H -3.6866 1.3699 -3.7884
H -2.0354 0.9754 -3.3067
H -2.8083 2.4244 -2.6714
H -4.8828 -1.0526 -3.1566
H -4.9715 -1.8002 -1.5610
H -3.4861 -1.9146 -2.4764
H -1.7936 -3.4248 1.4433
H -3.3497 -3.6547 0.7110
H -3.2004 -3.7859 2.4737
H -1.9026 -0.6518 3.7569
H -3.1237 -1.8166 4.2438
H -3.5737 -0.1377 3.9504
H -5.5386 -1.6005 0.6264
H -5.6369 -0.4315 1.9388
H -5.5782 -2.1554 2.2956
H -4.6683 1.2703 2.7584
H -4.9931 2.6154 1.6755
H -4.2944 2.9105 3.2664
H -1.8376 1.7332 4.0781
H -0.9852 3.1354 3.4157
H -0.4747 1.5129 2.9723
H -3.0856 3.9817 0.0518
H -1.3647 4.0268 0.4739
H -2.5795 4.6231 1.6181
O 1.0458 0.0663 -2.5197
C 1.6948 -0.1545 -3.7481
C 1.5502 1.0829 -4.6126
C 2.3976 2.1470 -4.6845
C 1.9096 3.1843 -5.5207
C 0.7120 2.8635 -6.0873
S 0.1838 1.3056 -5.6332
C 1.0081 -1.2926 -4.4859
C -0.3269 -1.5570 -4.4356
C -0.7332 -2.5615 -5.3547
C 0.3044 -3.0283 -6.0969
S 1.7776 -2.2627 -5.6795
C 3.1807 -0.3775 -3.5456
C 4.1281 -0.6213 -4.5034
C 5.4364 -0.7295 -3.9757
C 5.4565 -0.5369 -2.6235
S 3.9078 -0.2195 -2.0124
H 3.3166 2.1955 -4.1210
H 2.4230 4.1175 -5.6870
H 0.1299 3.4573 -6.7703
H -0.9934 -1.0725 -3.7371
H -1.7401 -2.9372 -5.4231
H 0.2899 -3.8111 -6.8340
H 3.9059 -0.6923 -5.5560
H 6.3159 -0.9315 -4.5669
H 6.3057 -0.5525 -1.9641
*
```

orbital gap (alpha / beta): 6.7 / 6.8 eV
relative energy (zero: lowest compared OMol25 entry of this formula, charge and spin): 198.7 kJ/mol
LUMO level (alpha / beta): 0.08091 / 0.08094 Ha